[1]
A gas-phase ion, C4H9ClN4 (charge +2) in a non-equilibrium geometry. Source: the OMol25 dataset; level of theory: ωB97M-V with the def2-TZVPD basis set.

Bonds (Å) are listed after each position.
Cartesian coordinates (Å):
1 N 0.0400 -1.9747 -0.2072  C2 1.315, H10 1.010, H11 1.017
2 C 0.7857 -0.9230 0.0540  N1 1.315, N3 1.319, C8 1.516
3 N 2.1028 -0.9796 0.0024  C2 1.319, C4 1.425, H12 1.021
4 C 2.9535 0.1637 -0.0276  N3 1.425, Cl5 1.665, N6 1.349
5 Cl 4.5889 -0.1208 0.0990  C4 1.665
6 N 2.4195 1.3869 -0.2216  C4 1.349, C7 1.410
7 C 1.0198 1.5383 -0.3057  N6 1.410, C8 1.566, H13 1.100, H14 1.095
8 C 0.2181 0.4257 0.4501  C2 1.516, C7 1.566, N9 1.493, H15 1.100
9 N -1.2445 0.6043 0.2106  C8 1.493, H16 1.036, H17 1.033, H18 1.033
10 H -0.9636 -2.0199 -0.1075  N1 1.010
11 H 0.4726 -2.8572 -0.4682  N1 1.017
12 H 2.5826 -1.8627 -0.1753  N3 1.021
13 H 0.7445 1.5796 -1.3698  C7 1.100
14 H 0.7952 2.5178 0.1295  C7 1.095
15 H 0.4122 0.5569 1.5252  C8 1.100
16 H -1.4810 1.5989 0.3798  N9 1.036
17 H -1.8397 0.0549 0.8518  N9 1.033
18 H -1.5098 0.4035 -0.7672  N9 1.033

As for the SMILES: [NH2+]=C1NC(Cl)=NC[C@H]1[NH3+]. The calculation puts the HOMO energy at -0.6532 Ha. The value obtained for the gap between HOMO and LUMO is 9.054 eV. The maximum force comes out at 6.0 eV/Å. The spin multiplicity is 1. As for the total energy: -22758.9348 eV. The total charge is +2. For the energy above the lowest of the compared OMol25 structures with the same formula, charge and spin, the calculation gives 0.0 kcal/mol.

***

[2]
2 unconnected molecules or ions with the total composition C5H11NOS2. Source: the OMol25 dataset; level of theory: ωB97M-V with the def2-TZVPD basis set.

Bonds (Å) are listed after each position.
Cartesian coordinates (Å):
1 C 0.4801 0.2067 -0.5124  C2 1.519, S5 1.805, H6 1.107, H7 1.107
2 C -0.1654 1.4581 -1.0829  C1 1.519, S3 1.820, H8 1.107, H9 1.107
3 S -0.7875 2.4661 0.2985  C2 1.820, C4 1.829
4 C -0.8576 1.1177 1.5317  S3 1.829, S5 1.803, H10 1.107, H11 1.107
5 S -0.6646 -0.4734 0.7064  C1 1.805, C4 1.803
6 H 0.6536 -0.5627 -1.2892  C1 1.107
7 H 1.4554 0.4356 -0.0415  C1 1.107
8 H -0.9963 1.1960 -1.7659  C2 1.107
9 H 0.5588 2.0707 -1.6535  C2 1.107
10 H -0.0713 1.2710 2.2957  C4 1.107
11 H -1.8364 1.1312 2.0487  C4 1.107
12 C 5.0443 3.4387 0.3024  C13 1.513, H16 1.103, H17 1.103, H18 1.103
13 C 3.6061 3.0551 0.0311  C12 1.513, N14 1.367, O15 1.223
14 N 2.6978 3.5938 0.8986  C13 1.367, H19 1.023, H20 1.023
15 O 3.2686 2.3219 -0.8880  C13 1.223
16 H 5.6950 2.9568 -0.4467  C12 1.103
17 H 5.3576 3.1065 1.3064  C12 1.103
18 H 5.1796 4.5313 0.2351  C12 1.103
19 H 2.9831 4.2067 1.6664  N14 1.023
20 H 1.7089 3.3691 0.7640  N14 1.023

As for the SMILES: C1CSCS1.CC(N)=O. The calculation puts the HOMO energy at -0.3217 Ha. The value obtained for the gap between HOMO and LUMO is 9.446 eV. The maximum force comes out at 0.9 eV/Å. The spin multiplicity is 1. As for the total energy: -30572.2198 eV. For the energy above the lowest of the compared OMol25 structures with the same formula, charge and spin, the calculation gives 0.0 kcal/mol.

***

[3]
A single C4H9NO2 molecule in a non-equilibrium geometry. Source: the OMol25 dataset; level of theory: ωB97M-V with the def2-TZVPD basis set.

Bonds (Å) are listed after each position.
Cartesian coordinates (Å):
1 C 0.0611 -0.0854 1.8002  C2 1.631, H8 1.106, H9 1.068, H10 1.115
2 C 0.0111 1.4161 1.1654  C1 1.631, N3 1.454, H11 1.092, H12 1.104
3 N 0.3319 1.3483 -0.2510  C2 1.454, C4 1.396, H13 1.018
4 C -0.3523 0.1682 -0.5487  N3 1.396, O5 1.205, O6 1.351
5 O -1.5512 0.0544 -0.5165  C4 1.205
6 O 0.5026 -0.8180 -0.8996  C4 1.351, C7 1.420
7 C 0.0246 -1.3917 -2.1079  O6 1.420, H14 1.086, H15 1.089, H16 1.094
8 H 0.9809 -0.6686 1.6070  C1 1.106
9 H 0.0122 0.1778 2.8341  C1 1.068
10 H -0.7597 -0.8235 1.6435  C1 1.115
11 H -1.0196 1.7694 1.2313  C2 1.092
12 H 0.6755 2.1415 1.6672  C2 1.104
13 H 1.3333 1.2450 -0.4029  N3 1.018
14 H 0.8876 -1.8515 -2.5795  C7 1.086
15 H -0.7753 -2.1060 -1.9164  C7 1.089
16 H -0.3627 -0.5762 -2.7262  C7 1.094

As for the SMILES: CCNC(=O)OC. The calculation puts the HOMO energy at -0.3620 Ha. The value obtained for the gap between HOMO and LUMO is 10.780 eV. The maximum force comes out at 1.6 eV/Å. The spin multiplicity is 1. As for the total energy: -9877.9536 eV. For the energy above the lowest of the compared OMol25 structures with the same formula, charge and spin, the calculation gives 48.6 kcal/mol.

***

[4]
2 unconnected molecules or ions with the total composition C3H6N2O in a non-equilibrium geometry. Source: the OMol25 dataset; level of theory: ωB97M-V with the def2-TZVPD basis set.

Bonds (Å) are listed after each position.
Cartesian coordinates (Å):
1 C -1.3915 0.2937 1.0925  N2 1.447, H5 1.095, H6 1.092, H7 1.094
2 N -0.1329 -0.0848 0.4882  C1 1.447, C3 1.351, H8 1.012
3 C 1.0137 0.6226 0.5914  N2 1.351, O4 1.223, H9 1.106
4 O 2.0643 0.3549 0.0256  C3 1.223
5 H -1.6939 -0.4114 1.8734  C1 1.095
6 H -1.2845 1.2847 1.5392  C1 1.092
7 H -2.1848 0.3445 0.3404  C1 1.094
8 H -0.1201 -0.9011 -0.1099  N2 1.012
9 H 0.9197 1.5025 1.2544  C3 1.106
10 C 0.9739 -0.9942 -2.3769  N11 1.155, H12 1.084
11 N 0.1114 -1.4910 -2.9627  C10 1.155
12 H 1.7248 -0.5204 -1.7555  C10 1.084

As for the SMILES: CNC=O.C#N. The calculation puts the HOMO energy at -0.3795 Ha. The value obtained for the gap between HOMO and LUMO is 11.150 eV. The maximum force comes out at 1.1 eV/Å. The spin multiplicity is 1. As for the total energy: -8235.4192 eV. For the energy above the lowest of the compared OMol25 structures with the same formula, charge and spin, the calculation gives 29.5 kcal/mol.

***

[5]
2 unconnected molecules or ions with the total composition C7H17NO in a non-equilibrium geometry. Source: the OMol25 dataset; level of theory: ωB97M-V with the def2-TZVPD basis set.

Bonds (Å) are listed after each position.
Cartesian coordinates (Å):
1 C 0.8458 -2.3188 0.5235  C2 1.519, H8 1.089, H9 1.091, H10 1.087
2 C 0.0726 -1.4997 -0.4963  C1 1.519, O3 1.547, H11 1.094, H12 1.090
3 O 0.1840 0.0060 -0.1609  C2 1.547, C4 1.420
4 C -0.8467 0.7739 0.4419  O3 1.420, C5 1.534, C6 1.536, C7 1.536
5 C -0.1771 2.0926 0.8471  C4 1.534, H13 1.088, H14 1.087, H15 1.087
6 C -1.9680 1.0546 -0.5688  C4 1.536, H16 1.088, H17 1.087, H18 1.087
7 C -1.4192 0.0850 1.6892  C4 1.536, H19 1.088, H20 1.088, H21 1.088
8 H 0.4109 -2.2220 1.5168  C1 1.089
9 H 0.8454 -3.3712 0.2370  C1 1.091
10 H 1.8753 -1.9739 0.5816  C1 1.087
11 H 0.3867 -1.7308 -1.5185  C2 1.094
12 H -0.9952 -1.7140 -0.4657  C2 1.090
13 H 0.6061 1.9010 1.5770  C5 1.088
14 H -0.9021 2.7787 1.2786  C5 1.087
15 H 0.2691 2.5617 -0.0264  C5 1.087
16 H -2.4747 0.1374 -0.8601  C6 1.088
17 H -1.5515 1.5219 -1.4581  C6 1.087
18 H -2.6981 1.7351 -0.1371  C6 1.087
19 H -1.9548 -0.8249 1.4254  C7 1.088
20 H -2.1289 0.7429 2.1858  C7 1.088
21 H -0.6180 -0.1599 2.3839  C7 1.088
22 C 2.4866 -0.1615 -2.1016  N23 1.259, H24 1.097, H25 1.084
23 N 2.2328 0.9516 -1.5708  C22 1.259, H26 1.018
24 H 2.7596 -1.0903 -1.5856  C22 1.097
25 H 2.4765 -0.2232 -3.1839  C22 1.084
26 H 2.2829 0.9478 -0.5539  N23 1.018

As for the SMILES: CCOC(C)(C)C.C=N. The calculation puts the HOMO energy at -0.3502 Ha. The value obtained for the gap between HOMO and LUMO is 10.416 eV. The maximum force comes out at 2.8 eV/Å. The spin multiplicity is 1. As for the total energy: -11070.9138 eV. For the energy above the lowest of the compared OMol25 structures with the same formula, charge and spin, the calculation gives 51.3 kcal/mol.

***

[6]
A single C2H7NS2 molecule in a non-equilibrium geometry. Source: the OMol25 dataset; level of theory: ωB97M-V with the def2-TZVPD basis set.

Bonds (Å) are listed after each position.
Cartesian coordinates (Å):
1 C 0.8369 1.2266 0.3687  C2 1.513, H6 1.152, H7 1.013, H8 1.100
2 C 0.1227 0.0215 -0.2038  C1 1.513, S3 1.877, N4 1.411, H9 1.103
3 S 1.2989 -1.3018 -0.8271  C2 1.877, H10 1.459
4 N -0.7815 -0.6416 0.6531  C2 1.411, S5 1.785, H11 1.025
5 S -2.1511 -1.5750 -0.0082  N4 1.785, H12 1.376
6 H 0.2391 1.4426 1.3293  C1 1.152
7 H 0.7228 1.9843 -0.2933  C1 1.013
8 H 1.9203 1.1086 0.5203  C1 1.100
9 H -0.4526 0.2384 -1.1192  C2 1.103
10 H 1.3610 -0.8686 -2.2191  S3 1.459
11 H -0.2309 -1.1359 1.3629  N4 1.025
12 H -2.8857 -0.4993 0.4363  S5 1.376

As for the SMILES: C[C@@H](S)NS. The calculation puts the HOMO energy at -0.3245 Ha. The value obtained for the gap between HOMO and LUMO is 9.463 eV. The maximum force comes out at 3.9 eV/Å. The spin multiplicity is 1. As for the total energy: -25346.5572 eV. For the energy above the lowest of the compared OMol25 structures with the same formula, charge and spin, the calculation gives 34.4 kcal/mol.

***

In order of appearance, LUMO = -8.7 0.7 0.9 0.8 0.9 0.6 eV.